Record 1
The following is a DFT calculation (ωB97M-V/def2-TZVPD) of C13H26N2O3S as an isolated structure.

Properties
frontier orbital gap	0.342	Ha
multiplicity	1
lowest unoccupied orbital energy	0.25	eV

Geometry as XYZ:
```
45
Properties=species:S:1:pos:R:3:lowdin_charge:R:1
C 2.87647 1.90479 2.92251 -0.10
C 1.41822 2.16004 2.95570 -0.29
H 1.15358 2.47023 4.01648 0.15
H 1.25113 2.99224 2.31276 0.11
C 0.76256 0.97266 2.70350 -0.31
N 0.86290 0.60425 1.47381 0.14
C 1.21169 -0.53699 1.20960 -0.24
O 1.39052 -1.71795 2.11993 -0.16
C 1.54873 -1.08266 -0.18028 0.07
N 0.68788 -0.23332 -1.19349 -0.26
S 1.32059 0.71687 -2.06563 0.64
O 1.05575 0.42067 -3.41923 -0.29
O 3.02570 0.74958 -2.05173 -0.39
C 0.69246 2.37406 -1.73067 -0.09
H 1.05892 2.97784 -2.57727 0.09
H 1.29003 2.87093 -0.85867 0.12
H -0.21752 2.39805 -1.71044 -0.05
C -0.61302 -0.64630 -1.59731 -0.30
C -1.64709 -1.09824 -0.42191 -0.13
C -3.03265 -1.30805 -0.88056 -0.12
C -2.74904 -2.71602 -1.70478 -0.20
C -1.98021 -2.32385 -2.78504 -0.31
C -0.60361 -2.03624 -2.34562 -0.19
H 0.06671 -1.70392 -3.18743 0.11
H -0.04556 -3.09808 -1.66923 0.23
H -1.82471 -3.43067 -3.54977 0.19
H -2.14578 -1.60693 -3.69862 0.17
H -3.91654 -3.06974 -2.04943 0.18
H -2.46522 -3.33851 -1.08789 0.01
H -3.64231 -1.49867 -0.13061 0.07
H -3.41773 -0.69108 -1.47304 0.04
H -1.05851 -1.79311 0.28041 0.15
H -1.71307 -0.04276 0.15591 0.13
H -0.90735 0.07969 -2.29771 0.12
H 1.45653 -2.04677 -0.45138 0.10
H 2.34719 -0.80654 -0.34772 -0.02
H 0.80577 0.97673 0.70332 0.05
C -1.08841 1.60108 2.94542 0.03
H -1.14292 1.75530 4.00821 0.03
H -1.63691 0.60318 2.92735 0.06
H -1.25805 2.31449 2.13289 0.05
H 0.66917 0.42784 3.63111 0.16
H 3.24241 1.60648 2.01632 0.04
H 3.29229 1.16532 3.61879 0.09
H 3.61901 2.68410 3.33144 0.11
```

=====

Record 2
The following is a DFT calculation (ωB97M-V/def2-TZVPD) of C13H26N3O3SeTi as an isolated structure.

Properties
frontier orbital gap (alpha / beta)	0.275 / 0.323	Ha
multiplicity	3
lowest unoccupied orbital energy (alpha / beta)	-2.38 / -2.40	eV
total charge	+1

Geometry as XYZ:
```
47
Properties=species:S:1:pos:R:3:lowdin_spin:R:1
Ti -0.14896 0.03514 0.23259 1.69
C 1.36002 2.53779 -0.84179 0.01
O 1.01763 1.18576 -1.11268 0.03
C 0.41531 1.04609 -2.39172 0.00
C 0.28012 -0.46152 -2.69111 0.00
O 0.22131 -1.19473 -1.47261 0.02
C 1.21957 -2.18040 -1.26479 0.00
C 1.47320 -2.17560 0.24204 0.01
O 1.70749 -0.85457 0.70653 0.02
C 3.00667 -0.36432 0.39676 0.01
H 0.50386 3.20188 -0.98822 0.00
H 2.17980 2.85515 -1.49614 0.00
H 1.67440 2.59939 0.20329 0.00
H 1.04781 1.52815 -3.15058 0.00
H -0.56658 1.54319 -2.39256 0.00
H 1.13050 -0.79927 -3.29118 0.00
H -0.64592 -0.64707 -3.24890 0.00
H 2.13706 -1.94742 -1.82141 0.00
H 0.85185 -3.16615 -1.58892 0.00
H 2.30235 -2.84104 0.51525 0.00
H 0.54455 -2.50429 0.73305 0.00
H 3.76786 -1.03080 0.81952 0.00
H 3.09316 0.62231 0.85397 0.00
H 3.16871 -0.26253 -0.68094 0.00
Se -2.51097 -0.04963 -0.78590 0.02
C -1.79287 1.46231 -0.15416 0.04
N -1.33516 2.44086 0.29348 0.07
C 0.08113 -1.21903 3.09613 0.01
C -0.08081 -0.88143 4.60284 0.00
N -1.00973 0.21770 4.74558 0.00
C -2.22732 -0.10536 4.02857 0.00
C -1.93999 -0.08761 2.50700 0.01
N -0.47681 -0.12136 2.27307 0.02
C 0.10094 1.14946 2.75986 0.02
C -0.41587 1.42225 4.19971 0.01
H -0.46117 -2.13971 2.85495 0.00
H 1.14082 -1.35783 2.86289 0.00
H 0.87215 -0.58626 5.04683 0.00
H -0.45877 -1.74173 5.16102 0.00
H -2.99602 0.62605 4.28600 0.00
H -2.57289 -1.08690 4.35567 0.00
H -2.34136 0.83503 2.07273 0.00
H -2.40195 -0.95303 2.01044 0.00
H -0.20322 1.96641 2.09274 0.01
H 1.19446 1.05376 2.74539 0.00
H -1.17218 2.20776 4.20058 0.00
H 0.40033 1.72991 4.85387 0.00
```

=====

Record 3
The following is a DFT calculation (ωB97M-V/def2-TZVPD) of C13H26N6O6Pb as an isolated structure.

Properties
frontier orbital gap (alpha / beta)	0.288 / 0.216	Ha
multiplicity	1
lowest unoccupied orbital energy (alpha / beta)	-0.01 / -1.10	eV

Geometry as XYZ:
```
52
Properties=species:S:1:pos:R:3:lowdin_charge:R:1
O -0.40781 -0.95121 -4.08774 -0.19
H -0.65547 -1.05893 -5.01316 0.06
Pb -0.52652 0.24801 -1.44645 1.50
N -0.43109 2.30413 0.47258 -0.09
N 1.34820 2.14144 -1.46282 -0.19
N -1.89813 -0.79562 0.47444 -0.09
N -1.19981 -2.10297 -1.68218 -0.15
O -1.21452 2.24842 1.50328 -0.19
O -2.24087 -0.16475 1.63451 -0.10
O -1.03101 -2.78592 -2.79097 -0.14
O 2.23092 1.88581 -2.31847 -0.08
C 1.66865 2.96040 -0.41906 -0.27
C 0.71378 3.02727 0.64054 -0.27
C -1.93703 -2.13091 0.55164 -0.28
C -1.54715 -2.84944 -0.63153 -0.29
C 0.98492 3.77138 1.89874 -0.03
H 1.43243 3.10955 2.65825 0.09
H 0.05167 4.18241 2.30428 0.09
H 1.68167 4.59479 1.71664 0.07
C 2.99419 3.61278 -0.41460 -0.03
H 3.21314 4.02430 -1.40873 0.09
H 3.77980 2.87920 -0.17401 0.10
H 3.04263 4.41944 0.31845 0.07
C -2.34309 -2.85929 1.78029 -0.02
C -1.52764 -4.32434 -0.77610 -0.03
H -2.75459 -2.15850 2.51441 0.08
H -1.47393 -3.38280 2.20596 0.10
H -3.09191 -3.62006 1.52559 0.09
H -0.56590 -4.65642 -1.19377 0.09
H -2.31349 -4.67066 -1.46578 0.10
H -1.68104 -4.81054 0.19349 0.07
H -1.87688 0.78301 1.51082 0.04
H -0.76641 -1.85100 -3.55719 -0.06
C -1.40282 0.68784 -3.45828 -0.28
H -0.66317 1.54771 -3.37167 0.02
H -2.36381 0.45257 -2.90410 0.04
H -1.72251 0.75071 -4.48931 0.03
O -3.95812 2.89721 1.04473 -0.09
H -4.42880 2.04846 0.99169 0.03
H -3.02156 2.65792 1.23895 -0.01
C 1.17335 -0.15610 2.70009 0.01
C 1.81246 -0.75027 1.50761 -0.38
N 1.41676 -0.69445 0.24422 0.01
C 2.34031 -1.41009 -0.49869 -0.14
C 3.30288 -1.89910 0.33185 -0.09
N 2.95810 -1.47449 1.59833 0.09
H 0.17032 -0.57957 2.83752 0.08
H 1.78748 -0.37063 3.58214 0.08
H 1.07476 0.92958 2.57336 0.06
H 2.24284 -1.50641 -1.57517 0.11
H 4.17488 -2.49801 0.11859 0.11
H 3.44893 -1.65188 2.46673 0.16
```

=====

Record 4
The following is a DFT calculation (ωB97M-V/def2-TZVPD) of C13H26NO4P2Ru as an isolated structure.

Properties
frontier orbital gap (alpha / beta)	0.212 / 0.121	Ha
multiplicity	5
lowest unoccupied orbital energy (alpha / beta)	-12.86 / -15.52	eV
total charge	+3

Geometry as XYZ:
```
47
Properties=species:S:1:pos:R:3:lowdin_spin:R:1
Ru -0.39704 0.47474 0.68490 1.18
P 1.80916 0.82665 0.81241 0.20
C 2.38169 -0.33969 -0.42860 0.45
C 1.45673 -1.28179 -0.87717 0.02
N 0.11666 -1.08273 -0.56742 0.18
C -0.85055 -1.91530 -0.95891 0.09
C -0.52196 -3.07386 -1.64733 0.13
C 0.80604 -3.33495 -1.96884 0.02
C 1.79010 -2.44018 -1.61531 0.16
C -2.26551 -1.56662 -0.59237 0.05
P -2.40230 0.25867 -0.30123 0.17
H 2.84778 -2.58661 -1.80469 0.01
H -1.35791 -3.72087 -1.88913 0.01
H 1.05488 -4.25941 -2.48134 0.00
H -2.96110 -1.87996 -1.38121 0.01
H -2.55858 -2.04636 0.35609 0.00
H 2.66858 0.74339 -3.00444 0.00
H 3.42699 -0.46150 -0.71381 0.02
H 0.46091 2.83067 -3.23341 0.00
O 2.36758 1.39323 -3.67312 0.00
H 3.10082 1.46180 -4.30561 0.00
H -0.49957 2.05907 0.35568 0.11
O -0.19461 3.41090 -2.81174 0.01
H -0.95100 2.83566 -2.57650 0.00
C -2.82684 0.82376 -1.97861 0.01
H -3.69566 0.27968 -2.36529 0.00
H -3.05043 1.89171 -1.90205 0.00
H -1.96193 0.66306 -2.62749 0.00
C -4.00601 0.35848 0.53214 0.05
H -4.24565 1.42352 0.59167 0.00
H -4.79294 -0.17756 -0.01217 0.01
H -3.88157 -0.05732 1.53452 0.00
C 2.64330 0.18091 2.32053 0.10
H 3.72250 0.12767 2.12758 0.01
H 2.42220 0.85195 3.16064 0.00
H 2.25615 -0.82804 2.51775 0.00
C 2.67635 2.38825 0.51152 0.02
H 2.50919 3.02806 1.38734 0.00
H 3.74970 2.20683 0.37300 0.00
H 2.24172 2.84573 -0.38407 0.00
C -0.40968 -0.10784 4.82655 0.02
O -0.40508 0.48808 3.51243 0.11
C -0.47673 -0.38746 2.48472 0.17
O -0.56406 -1.61619 2.57419 0.66
H -1.32009 -0.70904 4.96430 0.00
H -0.40034 0.74975 5.50416 0.00
H 0.48817 -0.72896 4.96975 0.00
```

=====

Record 5
The following is a DFT calculation (ωB97M-V/def2-TZVPD) of C13H26O16Tl as an isolated structure.

Properties
frontier orbital gap	0.094	Ha
multiplicity	1
lowest unoccupied orbital energy	-9.67	eV
total charge	+1

Geometry as XYZ:
```
56
Properties=species:S:1:pos:R:3:lowdin_charge:R:1
Tl 1.27625 -4.23342 -0.37648 0.96
O -1.60725 -1.49070 0.86541 -0.11
H -2.33636 -1.06989 1.36123 -0.01
O -4.13269 -2.35200 -1.69693 0.21
C -3.63552 -2.74518 -2.85891 -0.78
O -2.47776 -2.92963 -3.11356 0.27
O -4.51384 -3.22465 -3.57525 0.31
H -3.33841 -2.04271 -1.25529 0.11
C -5.99645 2.36651 -2.05717 -0.05
O -5.75182 3.41055 -2.99424 -0.02
C -6.68639 3.83429 -3.88847 -0.57
O -7.84761 3.72526 -3.72130 0.16
O -6.13394 4.59407 -4.89473 -0.01
C -7.02644 5.52287 -5.56078 -0.04
H -5.17397 2.14716 -1.37634 0.08
H -6.07588 1.45167 -2.64442 0.09
H -6.88351 2.53064 -1.44539 0.10
H -6.57184 5.84290 -6.49834 0.09
H -7.26549 6.42580 -4.99892 0.10
H -7.97028 5.10226 -5.90771 0.09
C -0.58610 -2.10144 5.51612 -0.01
O 0.53247 -2.74718 6.17246 0.01
C 1.53868 -3.27339 5.48692 -0.49
O 1.64995 -3.35277 4.24273 0.05
O 2.51519 -3.77241 6.37353 -0.03
C 3.74334 -4.15558 5.86678 -0.09
H -0.90684 -2.61888 4.61196 0.09
H -0.34152 -1.05141 5.35574 0.10
H -1.43528 -2.03002 6.19575 0.09
H 4.24793 -3.33705 5.35347 0.10
H 3.76931 -5.04604 5.23868 0.09
H 4.23438 -4.47322 6.78661 0.10
C 2.73643 1.24812 2.55806 -0.09
O 4.02910 0.86247 2.73031 -0.01
C 4.67889 -0.10585 2.00796 -0.54
O 4.10681 -0.87510 1.27023 0.11
O 5.98615 -0.03984 2.30959 0.00
C 6.73290 -1.18526 1.98690 -0.05
H 2.51891 2.04059 3.27415 0.10
H 2.07901 0.41936 2.82085 0.09
H 2.42023 1.52476 1.55228 0.10
H 6.18954 -1.96548 2.51994 0.10
H 7.68628 -1.01540 2.48721 0.10
H 6.91581 -1.36929 0.92823 0.10
C 4.37634 0.42346 -3.25290 -0.02
O 3.25977 1.31162 -3.30748 0.04
C 2.09346 0.87602 -3.00249 -0.66
O 1.86194 -0.21815 -2.58816 0.11
O 1.20630 1.79862 -3.40913 0.02
C -0.14002 1.73154 -2.97944 -0.05
H 4.24074 -0.51889 -3.78365 0.10
H 4.67558 0.14867 -2.24144 0.09
H 5.16720 0.95400 -3.78315 0.10
H -0.42194 2.32452 -2.10938 0.10
H -0.39655 0.69289 -2.77087 0.08
H -0.81547 2.03038 -3.78104 0.10
```